Entry 1:
{"formula": "C41H33N2O15", "method": "ωB97M-V/def2-TZVPD", "lumo_ev": -0.57, "charge": -1, "homo_lumo_gap_ev": 4.1, "homo_energy_ha": -0.17083, "multiplicity": 1, "elements": ["N", "C", "O", "C", "C", "N", "C", "C", "O", "O", "H", "H", "H", "H", "H", "H", "H", "H", "H", "C", "C", "C", "O", "C", "C", "C", "O", "H", "H", "H", "H", "C", "C", "C", "O", "C", "C", "C", "O", "H", "H", "H", "H", "C", "C", "C", "O", "C", "C", "C", "O", "H", "H", "H", "H", "C", "C", "C", "O", "C", "C", "C", "O", "H", "H", "H", "H", "C", "C", "C", "O", "C", "C", "C", "O", "H", "H", "H", "H", "C", "C", "C", "O", "C", "C", "C", "O", "H", "H", "H", "H"], "positions_angstrom": [[-1.895, -0.728, -4.682], [-0.797, -1.602, -4.118], [-1.193, -2.803, -3.612], [0.796, -1.219, -4.014], [1.123, -0.006, -2.926], [0.869, -0.412, -1.482], [1.350, 0.631, -0.496], [0.265, 0.632, 0.776], [-0.770, 1.490, 0.675], [0.471, -0.227, 1.954], [-2.034, 0.128, -4.102], [-1.772, -0.517, -5.697], [1.254, -0.948, -5.063], [1.375, -2.195, -3.654], [2.254, 0.338, -3.090], [0.406, 0.926, -3.127], [1.221, -1.371, -1.269], [2.394, 0.408, -0.010], [1.354, 1.730, -0.935], [-0.710, 2.959, 6.308], [-1.167, 1.952, 7.058], [-1.574, 0.669, 6.452], [-1.994, -0.253, 7.138], [-1.455, 0.541, 4.986], [-0.999, 1.549, 4.236], [-0.592, 2.832, 4.842], [-0.172, 3.754, 4.156], [-0.408, 3.907, 6.736], [-1.259, 2.029, 8.135], [-1.757, -0.406, 4.558], [-0.906, 1.471, 3.159], [-3.956, -1.895, 8.892], [-4.771, -1.147, 8.142], [-6.221, -1.088, 8.412], [-6.969, -0.405, 7.726], [-6.735, -1.886, 9.543], [-5.920, -2.634, 10.293], [-4.470, -2.693, 10.023], [-3.723, -3.376, 10.710], [-2.890, -1.950, 8.707], [-4.410, -0.555, 7.310], [-7.801, -1.831, 9.728], [-6.282, -3.226, 11.125], [6.287, 2.038, -2.891], [5.211, 1.310, -3.203], [4.238, 1.774, -4.211], [3.252, 1.109, -4.496], [4.502, 3.073, -4.863], [5.578, 3.801, -4.551], [6.551, 3.337, -3.542], [7.538, 4.002, -3.258], [7.010, 1.713, -2.153], [5.004, 0.356, -2.734], [3.779, 3.398, -5.601], [5.785, 4.756, -5.020], [10.699, 4.744, -3.907], [10.402, 3.480, -3.591], [11.458, 2.461, -3.430], [11.187, 1.304, -3.142], [12.856, 2.894, -3.630], [13.153, 4.158, -3.947], [12.097, 5.177, -4.108], [12.368, 6.334, -4.395], [9.936, 5.503, -4.030], [9.382, 3.147, -3.440], [13.619, 2.135, -3.508], [14.173, 4.491, -4.098], [-8.517, -6.702, 6.587], [-7.667, -6.044, 7.381], [-7.202, -4.683, 7.045], [-6.422, -4.081, 7.770], [-7.715, -4.078, 5.800], [-8.565, -4.736, 5.006], [-9.030, -6.096, 5.342], [-9.810, -6.699, 4.617], [-8.867, -7.700, 6.818], [-7.283, -6.474, 8.298], [-7.365, -3.079, 5.569], [-8.949, -4.306, 4.089], [-3.585, -1.678, -9.280], [-2.735, -1.020, -8.486], [-2.270, 0.340, -8.822], [-1.490, 0.943, -8.097], [-2.782, 0.946, -10.067], [-3.633, 0.288, -10.861], [-4.098, -1.073, -10.525], [-4.877, -1.675, -11.250], [-3.935, -2.677, -9.049], [-2.350, -1.450, -7.569], [-2.432, 1.944, -10.298], [-4.017, 0.718, -11.778]], "forces_ev_per_angstrom": [[1.7, -0.6, 0.5], [-1.7, -5.6, 2.7], [2.6, 7.5, -3.3], [0.2, -0.2, 0.5], [0.0, 0.3, 0.0], [0.8, 0.6, -1.1], [-0.5, 0.1, 1.8], [-2.6, 0.3, 3.9], [4.8, -3.9, 0.3], [-0.5, 4.1, -6.2], [0.4, -0.9, -0.8], [0.3, 0.2, 1.4], [-1.2, -0.3, 2.0], [-1.5, 2.0, -0.7], [-2.8, -1.0, 0.3], [1.6, -1.9, 0.2], [-0.2, 1.3, -0.2], [-1.7, 0.3, -1.1], [-0.2, -2.5, 0.7], [-0.1, -0.1, 0.6], [0.2, 0.5, 0.0], [-0.1, -0.5, -0.4], [0.1, 0.3, 0.0], [0.0, 0.2, 0.0], [-0.2, -0.3, -0.2], [0.3, 0.4, -0.8], [-0.3, -0.5, 0.7], [0.0, 0.0, 0.0], [0.0, 0.0, 0.0], [0.1, 0.0, 0.0], [0.1, -0.1, -0.2], [-0.1, 0.2, -0.3], [0.3, -0.1, 0.1], [-0.3, 0.3, -0.5], [0.3, -0.4, 0.4], [0.2, -0.2, 0.6], [-0.5, 0.3, 0.0], [0.5, -0.4, 0.2], [-0.5, 0.3, -0.3], [-0.1, 0.1, 0.0], [0.0, -0.1, 0.1], [0.0, 0.0, 0.0], [0.0, 0.0, 0.0], [-0.2, -0.3, 0.0], [0.4, 0.0, 0.2], [-0.7, -0.4, -0.2], [1.2, 0.7, -0.4], [0.2, 0.4, 0.0], [-0.4, -0.1, -0.2], [0.4, 0.3, 0.2], [-0.7, -0.2, -0.2], [0.0, 0.0, 0.0], [0.0, 0.0, 0.0], [0.0, 0.0, 0.0], [0.0, 0.0, 0.0], [-0.2, -0.3, 0.1], [0.0, 0.2, -0.1], [-0.2, -0.7, 0.2], [0.2, 0.7, -0.2], [0.4, 0.3, -0.1], [0.2, -0.5, 0.1], [0.0, 0.8, -0.2], [-0.1, -0.7, 0.2], [0.0, 0.0, 0.0], [0.2, 0.1, 0.0], [0.0, 0.0, 0.0], [0.0, 0.0, 0.0], [0.3, 0.0, 0.4], [-0.3, -0.4, -0.1], [0.5, 0.4, 0.4], [-0.5, -0.5, -0.6], [-0.3, 0.0, -0.4], [0.2, 0.4, 0.1], [-0.6, -0.4, -0.6], [0.5, 0.4, 0.5], [0.0, 0.0, 0.0], [0.0, 0.0, 0.0], [0.0, 0.0, 0.0], [0.0, 0.0, 0.0], [0.3, 0.0, 0.4], [-0.3, -0.4, -0.1], [0.6, 0.4, 0.5], [-0.5, -0.4, -0.4], [-0.3, 0.0, -0.4], [0.3, 0.4, 0.1], [-0.6, -0.5, -0.5], [0.5, 0.4, 0.4], [0.0, 0.0, 0.0], [0.0, 0.0, 0.0], [0.0, 0.0, 0.0], [0.0, 0.0, 0.0]], "lowdin_charge": [0.05, -0.29, -0.07, -0.11, -0.23, -0.11, -0.18, -0.43, -0.19, -0.30, 0.09, 0.04, 0.11, 0.12, 0.09, 0.13, 0.11, 0.10, 0.12, 0.01, 0.01, -0.38, 0.06, 0.03, 0.04, -0.37, 0.10, 0.11, 0.11, 0.13, 0.09, 0.03, 0.02, -0.40, 0.08, -0.01, 0.00, -0.39, 0.09, 0.11, 0.11, 0.12, 0.12, 0.03, 0.04, -0.36, 0.07, 0.03, 0.02, -0.37, 0.07, 0.13, 0.13, 0.12, 0.12, 0.03, 0.02, -0.38, 0.10, 0.02, 0.02, -0.39, 0.09, 0.12, 0.09, 0.12, 0.12, 0.02, 0.03, -0.35, 0.11, 0.04, 0.02, -0.39, 0.10, 0.12, 0.12, 0.13, 0.12, 0.03, 0.03, -0.38, 0.10, 0.02, 0.02, -0.38, 0.10, 0.13, 0.11, 0.12, 0.12]}

***

Entry 2:
{"formula": "C3H6Si", "method": "ωB97M-V/def2-TZVPD", "lumo_ev": 1.03, "smiles": "[SiH3]C1=CC1", "homo_lumo_gap_ev": 10.1, "homo_energy_ha": -0.33278, "multiplicity": 1, "de_lowest_kcal_mol": 36.7, "elements": ["Si", "C", "C", "C", "H", "H", "H", "H", "H", "H"], "positions_angstrom": [[1.543, -0.110, 0.022], [-0.326, -0.086, 0.062], [-1.373, -0.077, -0.793], [-1.616, -0.328, 0.676], [1.945, 0.746, -1.172], [1.632, -1.515, -0.272], [2.477, 0.060, 1.042], [-1.835, -0.205, -1.713], [-2.108, 0.472, 1.189], [-1.978, -1.394, 0.888]], "forces_ev_per_angstrom": [[-1.5, -0.1, -2.5], [-0.2, 1.0, -2.5], [3.0, -0.2, 3.7], [-2.3, -1.9, -0.4], [-0.2, -0.4, 0.6], [0.5, -0.9, -0.4], [0.7, 0.7, 1.7], [-0.4, 0.2, -1.4], [-0.4, 0.1, 0.7], [0.6, 1.5, 0.4]], "nbo_charge": [0.88, -0.40, -0.15, -0.43, -0.15, -0.17, -0.16, 0.22, 0.18, 0.17]}

***

Entry 3:
{"formula": "C21H18ClNO2", "method": "ωB97M-V/def2-TZVPD", "lumo_ev": 0.63, "smiles": "O=C(NCc1ccccc1)c1cccc(COc2cccc(Cl)c2)c1", "homo_lumo_gap_ev": 9.4, "homo_energy_ha": -0.32302, "multiplicity": 1, "de_lowest_kcal_mol": 0.0, "elements": ["O", "C", "N", "C", "C", "C", "C", "C", "C", "C", "C", "C", "C", "C", "C", "C", "O", "C", "C", "C", "C", "C", "Cl", "C", "C", "H", "H", "H", "H", "H", "H", "H", "H", "H", "H", "H", "H", "H", "H", "H", "H", "H", "H"], "positions_angstrom": [[1.416, 1.252, -1.590], [1.423, 0.945, -0.413], [2.499, 1.132, 0.388], [3.759, 1.636, -0.115], [4.834, 0.582, -0.074], [4.621, -0.644, -0.695], [5.591, -1.628, -0.654], [6.787, -1.397, 0.005], [7.008, -0.179, 0.624], [6.034, 0.805, 0.588], [0.235, 0.334, 0.256], [-0.064, 0.526, 1.601], [-1.197, -0.053, 2.143], [-2.035, -0.826, 1.358], [-1.757, -1.007, 0.009], [-2.673, -1.837, -0.858], [-4.014, -1.865, -0.416], [-4.745, -0.720, -0.467], [-4.281, 0.512, -0.917], [-5.133, 1.604, -0.922], [-6.440, 1.499, -0.486], [-6.891, 0.267, -0.039], [-8.520, 0.105, 0.514], [-6.064, -0.837, -0.025], [-0.625, -0.420, -0.534], [2.498, 0.748, 1.319], [3.568, 1.944, -1.148], [4.061, 2.512, 0.468], [3.690, -0.817, -1.215], [5.416, -2.576, -1.141], [7.546, -2.164, 0.035], [7.939, 0.007, 1.138], [6.209, 1.754, 1.073], [0.563, 1.151, 2.221], [-1.433, 0.101, 3.186], [-2.916, -1.279, 1.785], [-2.616, -1.499, -1.902], [-2.357, -2.886, -0.822], [-3.265, 0.637, -1.254], [-4.763, 2.556, -1.272], [-7.099, 2.352, -0.491], [-6.415, -1.796, 0.321], [-0.392, -0.533, -1.583]], "forces_ev_per_angstrom": [[-0.1, -0.1, -0.3], [0.0, 0.1, 0.2], [0.2, 0.1, 0.3], [0.0, 0.2, -0.1], [0.0, 0.0, 0.1], [0.0, 0.0, 0.0], [-0.1, 0.0, -0.1], [0.1, 0.0, 0.0], [0.1, -0.1, 0.0], [-0.1, 0.0, -0.1], [-0.3, -0.1, 0.0], [0.1, 0.0, -0.1], [0.0, -0.1, 0.1], [0.0, 0.0, 0.0], [0.0, 0.0, 0.0], [0.3, -0.2, -0.2], [-0.1, -0.1, 0.1], [-0.3, 0.3, 0.0], [0.2, -0.2, -0.1], [-0.1, 0.0, 0.0], [0.0, 0.1, 0.0], [0.3, 0.0, -0.1], [-0.2, 0.0, 0.1], [0.2, -0.1, 0.0], [0.0, 0.0, 0.1], [-0.1, -0.1, -0.1], [0.1, 0.0, 0.2], [0.0, -0.1, -0.1], [-0.1, 0.0, -0.1], [0.0, -0.1, 0.0], [0.1, -0.1, 0.0], [0.1, 0.0, 0.0], [0.0, 0.1, 0.1], [0.1, 0.1, 0.0], [0.0, 0.0, 0.1], [-0.1, 0.0, 0.0], [0.0, 0.0, 0.1], [-0.1, 0.2, -0.1], [0.1, 0.0, 0.0], [0.0, 0.1, 0.0], [-0.1, 0.1, 0.0], [-0.1, -0.1, 0.0], [0.0, 0.0, -0.1]], "nbo_charge": [-0.62, 0.66, -0.60, -0.27, 0.05, -0.24, -0.19, -0.22, -0.20, -0.24, -0.13, -0.20, -0.20, -0.22, 0.02, -0.10, -0.51, 0.40, -0.33, -0.17, -0.27, 0.00, 0.01, -0.32, -0.20, 0.40, 0.25, 0.20, 0.22, 0.21, 0.21, 0.21, 0.21, 0.21, 0.22, 0.23, 0.19, 0.21, 0.23, 0.22, 0.23, 0.24, 0.23]}

***

Entry 4:
{"formula": "C26H24N5O2PtSSi", "method": "ωB97M-V/def2-TZVPD", "lumo_ev": [-5.49, -5.47], "charge": 1, "homo_lumo_gap_ev": [5.2, 5.2], "homo_energy_ha": [-0.39267, -0.39303], "multiplicity": 1, "elements": ["Pt", "O", "C", "N", "C", "C", "C", "C", "C", "C", "N", "C", "O", "C", "C", "C", "C", "C", "N", "C", "C", "C", "C", "C", "N", "H", "H", "H", "H", "H", "H", "H", "H", "H", "H", "H", "H", "C", "Si", "C", "C", "C", "C", "C", "C", "N", "C", "S", "H", "H", "H", "H", "H", "H", "H", "H", "H", "H", "H", "H"], "positions_angstrom": [[0.108, -0.099, 0.077], [1.406, -0.261, -3.717], [1.253, -0.162, -2.527], [0.092, -0.417, -1.818], [-1.145, -0.809, -2.348], [-1.416, -1.053, -3.698], [-2.692, -1.424, -4.063], [-3.700, -1.557, -3.106], [-3.446, -1.330, -1.771], [-2.158, -0.950, -1.384], [-1.743, -0.672, -0.076], [-2.479, -0.840, 1.073], [-3.634, -1.178, 1.153], [-1.643, -0.580, 2.305], [-2.210, -0.632, 3.559], [-1.400, -0.433, 4.669], [-0.044, -0.225, 4.477], [0.451, -0.170, 3.186], [-0.337, -0.320, 2.121], [2.365, 0.317, -1.619], [3.570, 0.719, -2.149], [4.543, 1.222, -1.295], [4.267, 1.293, 0.060], [3.031, 0.870, 0.518], [2.101, 0.386, -0.303], [-0.627, -0.952, -4.424], [-2.915, -1.612, -5.104], [-4.695, -1.845, -3.416], [-4.215, -1.441, -1.024], [-3.269, -0.832, 3.632], [-1.819, -0.448, 5.665], [0.630, -0.102, 5.312], [1.500, 0.001, 2.995], [3.715, 0.633, -3.216], [5.496, 1.557, -1.681], [4.996, 1.668, 0.765], [2.768, 0.935, 1.563], [4.045, 5.298, 0.613], [2.260, 4.998, 1.078], [2.217, 4.018, 2.668], [1.329, 6.599, 1.271], [1.437, 4.157, -0.427], [1.719, 4.742, -1.667], [1.138, 4.286, -2.834], [0.251, 3.224, -2.736], [-0.025, 2.625, -1.587], [0.549, 3.074, -0.472], [0.101, 2.194, 1.009], [4.535, 5.879, 1.399], [4.147, 5.864, -0.314], [4.597, 4.363, 0.501], [2.761, 4.581, 3.431], [2.697, 3.043, 2.565], [1.204, 3.857, 3.037], [1.752, 7.203, 2.076], [0.278, 6.418, 1.507], [1.372, 7.191, 0.355], [2.415, 5.572, -1.717], [1.364, 4.732, -3.792], [-0.270, 2.844, -3.608]], "forces_ev_per_angstrom": [[-0.2, 1.4, 0.6], [0.1, 0.0, 0.0], [-0.2, 0.0, 0.1], [0.5, -0.4, 0.1], [-0.2, 0.2, -0.2], [0.2, 0.1, 0.1], [-0.1, 0.0, 0.0], [0.0, 0.0, -0.1], [0.1, 0.1, 0.2], [-0.2, 0.2, -0.2], [0.1, -0.4, 0.3], [0.1, 0.0, -0.2], [0.0, 0.0, 0.1], [-0.1, 0.1, -0.1], [0.0, 0.0, 0.1], [0.0, 0.0, -0.1], [0.0, 0.0, 0.0], [0.1, 0.0, 0.1], [0.1, -0.2, 0.1], [-0.1, 0.0, -0.1], [0.1, 0.0, 0.0], [-0.1, 0.0, 0.0], [0.0, -0.1, 0.0], [0.1, -0.1, 0.1], [0.1, -0.1, 0.0], [0.0, 0.0, 0.0], [0.0, 0.0, 0.0], [0.0, 0.0, 0.0], [0.0, 0.0, 0.0], [0.0, 0.0, 0.0], [0.0, 0.0, 0.0], [0.0, 0.0, 0.0], [0.0, 0.0, 0.0], [0.0, 0.0, 0.0], [0.0, 0.0, 0.0], [0.0, 0.0, 0.0], [0.0, 0.0, 0.0], [0.0, 0.1, 0.1], [-0.1, 0.0, -0.2], [0.0, 0.0, 0.1], [0.1, 0.1, 0.1], [0.1, -0.2, 0.3], [0.0, 0.1, 0.0], [0.0, 0.0, 0.1], [0.0, 0.0, -0.1], [-0.2, 0.0, 0.1], [0.1, 0.1, -0.2], [-0.2, -0.9, -0.8], [0.0, 0.0, 0.0], [0.0, 0.0, 0.0], [0.0, 0.0, 0.0], [0.0, 0.0, 0.0], [0.0, 0.0, 0.0], [0.0, 0.0, 0.0], [0.0, 0.0, 0.0], [0.0, 0.0, 0.0], [0.0, 0.0, 0.0], [0.0, 0.0, 0.0], [0.0, 0.0, 0.0], [0.1, -0.1, 0.0]], "nbo_charge": [1.18, -0.53, 0.63, -0.58, 0.18, -0.23, -0.20, -0.18, -0.22, 0.10, -0.58, 0.64, -0.53, 0.12, -0.18, -0.12, -0.23, 0.08, -0.45, 0.19, -0.21, -0.12, -0.22, 0.07, -0.48, 0.25, 0.23, 0.23, 0.26, 0.27, 0.24, 0.25, 0.21, 0.27, 0.24, 0.25, 0.22, -1.11, 1.62, -1.11, -1.12, -0.43, -0.16, -0.25, 0.05, -0.47, 0.00, 0.07, 0.25, 0.24, 0.23, 0.25, 0.22, 0.25, 0.25, 0.25, 0.25, 0.22, 0.24, 0.21]}

***

no.,DFT total energy (Ha)
1,-2819.96161
2,-407.25800
3,-1476.49245
4,-2236.30589